Here is C47H56Br2EuN3O as an isolated structure from OMol25. Energies are from ωB97M-V/def2-TZVPD.

- Kohn-Sham gap (spin up / spin down): 6.3069 / 6.9662 eV
- Multiplicity: 7
- Electronic energy: -215582.6899 eV
- HOMO energy (spin up / spin down): -6.61 / -6.63 eV

CARTESIAN COORDINATES (ANGSTROEM)
Eu (0.148, 0.038, -0.034)
C (6.995, -0.606, -4.983)
C (5.954, -1.624, -4.503)
C (6.650, -2.629, -3.571)
C (5.410, -2.365, -5.732)
C (4.821, -0.974, -3.720)
C (3.678, -1.705, -3.422)
C (2.731, -1.145, -2.595)
Br (1.071, -2.072, -2.170)
C (2.831, 0.114, -1.982)
O (1.972, 0.477, -1.084)
C (3.929, 0.903, -2.425)
C (4.890, 0.331, -3.235)
C (3.988, 2.362, -2.002)
C (4.160, 2.434, -0.480)
C (5.122, 3.133, -2.681)
C (2.673, 3.039, -2.409)
H (7.756, -1.120, -5.568)
H (7.493, -0.126, -4.143)
H (6.535, 0.153, -5.612)
H (7.518, -3.062, -4.064)
H (5.971, -3.434, -3.296)
H (6.983, -2.132, -2.661)
H (6.237, -2.708, -6.351)
H (4.783, -1.707, -6.330)
H (4.826, -3.237, -5.447)
H (3.518, -2.695, -3.816)
H (5.738, 0.934, -3.501)
H (5.091, 1.957, -0.175)
H (3.329, 1.922, 0.005)
H (4.173, 3.469, -0.145)
H (6.101, 2.757, -2.394)
H (5.062, 4.181, -2.390)
H (5.019, 3.076, -3.762)
H (1.834, 2.616, -1.867)
H (2.492, 2.907, -3.474)
H (2.711, 4.104, -2.196)
Br (-3.010, 0.734, 0.426)
C (-3.372, -0.837, 1.528)
C (-4.558, -0.824, 2.209)
C (-4.955, -1.951, 2.940)
C (-4.174, -3.068, 2.912)
C (-2.947, -3.082, 2.220)
C (-2.182, -4.263, 2.186)
C (-0.962, -4.264, 1.575)
C (-0.455, -3.080, 1.013)
C (-1.154, -1.874, 0.934)
C (-2.462, -1.921, 1.537)
H (-5.191, 0.047, 2.167)
H (-5.886, -1.932, 3.484)
H (-4.475, -3.969, 3.427)
H (-2.586, -5.153, 2.650)
H (-0.369, -5.168, 1.532)
H (0.556, -3.145, 0.613)
N (4.083, -0.655, 5.390)
C (3.333, -0.678, 4.267)
C (1.945, -0.874, 4.317)
C (1.216, -0.827, 3.154)
N (1.749, -0.623, 1.941)
C (3.078, -0.479, 1.891)
C (3.894, -0.480, 2.998)
H (3.669, -0.913, 6.268)
H (5.086, -0.617, 5.326)
H (1.460, -1.055, 5.262)
H (0.141, -0.971, 3.179)
H (3.505, -0.347, 0.905)
H (4.959, -0.341, 2.886)
C (-0.731, 5.669, -3.598)
C (-0.772, 4.255, -3.092)
C (-0.991, 3.202, -3.973)
C (-1.027, 1.901, -3.485)
C (-1.282, 0.720, -4.377)
C (-0.813, 1.676, -2.141)
C (-0.541, 2.714, -1.199)
C (-0.581, 4.019, -1.745)
N (-0.261, 2.331, 0.073)
C (-0.089, 3.271, 1.177)
C (1.158, 4.161, 1.028)
C (1.354, 5.036, 2.262)
C (1.568, 4.153, 3.490)
C (0.340, 3.266, 3.685)
C (-0.884, 4.151, 3.908)
C (-1.101, 5.024, 2.673)
C (0.121, 5.915, 2.464)
C (-1.327, 4.143, 1.446)
C (0.135, 2.405, 2.438)
H (-0.828, 5.695, -4.680)
H (0.211, 6.143, -3.325)
H (-1.538, 6.259, -3.163)
H (-1.137, 3.396, -5.024)
H (-1.742, 1.022, -5.313)
H (-1.942, 0.006, -3.883)
H (-0.346, 0.210, -4.610)
H (-0.880, 0.618, -1.790)
H (-0.432, 4.881, -1.116)
H (1.070, 4.791, 0.146)
H (2.023, 3.513, 0.888)
H (2.234, 5.673, 2.117)
H (1.720, 4.773, 4.378)
H (2.458, 3.533, 3.350)
H (0.490, 2.608, 4.554)
H (-0.720, 4.784, 4.784)
H (-1.766, 3.536, 4.091)
H (-1.984, 5.653, 2.827)
H (0.262, 6.570, 3.328)
H (-0.027, 6.551, 1.589)
H (-1.546, 4.766, 0.581)
H (-2.189, 3.493, 1.604)
H (-0.732, 1.744, 2.581)
H (1.031, 1.787, 2.276)

Results of the Mulliken charge analysis, in e, for atoms 1 through 99: -0.467, -2.119, 2.163, -1.635, -1.761, -0.231, -0.279, -0.090, -0.215, -0.024, 1.018, -0.845, -0.541, 2.773, -1.217, -2.552, -1.597, 0.461, 0.362, 0.411, 0.449, 0.360, 0.352, 0.457, 0.388, 0.328, 0.391, 0.653, 0.424, -0.373, 0.545, 0.438, 0.462, 0.471, -0.060, 0.460, 0.537, -0.027, 0.670, -0.805, -0.588, -0.916, 0.792, -0.717, -1.275, -0.279, 0.161, 0.403, 0.429, 0.394, 0.349, 0.357, 0.398, 0.334, -0.474, 0.976, -0.797, -0.425, 0.237, -0.477, -0.885, 0.203, 0.199, 0.387, 0.331, 0.317, 0.400, -1.919, 0.287, -1.005, 0.358, -1.648, 1.548, -0.363, -0.396, 0.568, 1.150, -1.038, 0.293, -1.586, 0.415, -1.588, 0.445, -1.337, -1.125, -1.562, 0.402, 0.346, 0.340, 0.345, 0.457, 0.344, 0.212, -0.233, 0.770, 0.805, -0.376, 0.353, 0.611


Here is a 2-piece molecular cluster, C46H54N6O overall from OMol25. Energies are from ωB97M-V/def2-TZVPD.

- Kohn-Sham gap: 5.7132 eV
- Electronic energy: -59563.1527 eV
- HOMO energy: -6.12 eV

CARTESIAN COORDINATES (ANGSTROEM)
C (-4.897, 0.619, 4.223)
N (-3.924, 1.678, 4.384)
C (-4.488, 2.970, 4.715)
C (-2.586, 1.513, 4.154)
C (-1.796, 2.604, 3.709)
C (-0.442, 2.447, 3.469)
C (0.218, 1.230, 3.768)
C (1.632, 1.009, 3.536)
C (2.620, 1.964, 3.593)
C (3.999, 1.611, 3.494)
N (5.126, 1.306, 3.393)
C (2.385, 3.356, 3.771)
N (2.247, 4.517, 3.884)
C (-0.576, 0.169, 4.280)
C (-1.945, 0.267, 4.392)
H (-4.414, -0.327, 3.968)
H (-5.473, 0.499, 5.151)
H (-5.612, 0.877, 3.425)
H (-3.732, 3.603, 5.191)
H (-4.874, 3.488, 3.824)
H (-5.323, 2.819, 5.412)
H (-2.269, 3.572, 3.528)
H (0.121, 3.274, 3.040)
H (1.952, -0.036, 3.557)
H (-0.073, -0.746, 4.599)
H (-2.533, -0.587, 4.725)
C (0.453, -4.169, 5.167)
O (-0.608, -3.796, 4.255)
C (-0.277, -3.114, 3.125)
C (1.037, -2.683, 2.846)
C (1.252, -1.810, 1.794)
C (0.204, -1.447, 0.918)
C (0.486, -0.641, -0.243)
N (-0.151, -0.845, -1.458)
C (-0.921, -1.976, -1.879)
C (-2.145, -1.745, -2.523)
C (-2.652, -0.351, -2.900)
C (-3.824, 0.076, -2.019)
C (-2.990, -0.254, -4.388)
C (-2.967, -2.842, -2.788)
C (-2.563, -4.134, -2.461)
C (-1.295, -4.357, -1.926)
C (-0.435, -3.289, -1.676)
C (1.024, -3.593, -1.325)
C (1.831, -3.924, -2.583)
C (1.156, -4.678, -0.257)
N (0.188, 0.122, -2.347)
N (1.137, 0.857, -1.724)
C (1.766, 1.939, -2.446)
C (1.034, 3.112, -2.694)
C (-0.372, 3.273, -2.119)
C (-1.303, 4.095, -3.014)
C (-0.319, 3.839, -0.704)
C (1.640, 4.138, -3.416)
C (2.939, 3.989, -3.904)
C (3.636, 2.802, -3.692)
C (3.046, 1.750, -2.991)
C (3.782, 0.408, -2.880)
C (5.077, 0.546, -2.089)
C (4.014, -0.224, -4.254)
C (1.334, 0.451, -0.384)
C (2.113, 1.102, 0.553)
C (-1.111, -1.911, 1.203)
C (-1.342, -2.758, 2.257)
H (-0.065, -4.693, 5.970)
H (1.179, -4.836, 4.678)
H (0.969, -3.280, 5.563)
H (1.875, -2.991, 3.475)
H (2.250, -1.406, 1.612)
H (-1.829, 0.348, -2.728)
H (-3.542, 0.028, -0.958)
H (-4.119, 1.109, -2.247)
H (-4.692, -0.581, -2.176)
H (-2.104, -0.500, -4.984)
H (-3.798, -0.945, -4.660)
H (-3.298, 0.768, -4.640)
H (-3.940, -2.664, -3.252)
H (-3.229, -4.977, -2.644)
H (-0.955, -5.375, -1.719)
H (1.456, -2.683, -0.902)
H (1.737, -3.109, -3.314)
H (2.895, -4.047, -2.342)
H (1.463, -4.849, -3.049)
H (0.464, -4.490, 0.572)
H (0.953, -5.677, -0.667)
H (2.174, -4.677, 0.158)
H (-0.786, 2.256, -2.071)
H (-1.286, 3.718, -4.044)
H (-2.335, 4.023, -2.646)
H (-1.016, 5.154, -3.022)
H (0.340, 3.239, -0.067)
H (0.072, 4.866, -0.725)
H (-1.318, 3.854, -0.252)
H (1.092, 5.064, -3.595)
H (3.406, 4.801, -4.461)
H (4.648, 2.675, -4.086)
H (3.118, -0.256, -2.318)
H (4.854, 0.882, -1.070)
H (5.592, -0.419, -2.029)
H (5.750, 1.273, -2.559)
H (3.061, -0.344, -4.782)
H (4.675, 0.397, -4.871)
H (4.469, -1.216, -4.145)
H (2.585, 2.029, 0.246)
H (2.292, 0.587, 1.478)
H (-1.935, -1.579, 0.571)
H (-2.339, -3.129, 2.484)

Results of the Mulliken charge analysis, in e, for atoms 1 through 99: -0.989, 0.099, -1.195, 1.022, -0.790, -0.871, 0.515, -0.381, 1.413, -0.141, -0.639, -0.281, -0.583, -0.691, -0.486, 0.278, 0.322, 0.330, 0.393, 0.345, 0.339, 0.446, 0.090, 0.536, 0.566, 0.489, -0.838, -0.491, 0.653, -0.646, -1.333, 1.415, -2.037, 1.832, -0.081, 0.664, 1.793, -1.454, -1.602, -0.370, -1.568, -0.519, 0.222, 1.713, -1.693, -1.861, -1.632, 2.244, -1.369, 0.408, 2.153, -2.001, -1.132, -0.482, -1.491, -0.276, 0.634, 1.579, -1.389, -1.527, 0.930, -0.363, 0.020, -1.009, 0.282, 0.320, 0.303, 0.411, 0.886, -0.852, 0.323, 0.415, 0.335, 0.397, 0.302, 0.437, 0.355, 0.369, 0.341, -0.350, 0.390, 0.417, 0.348, 0.297, 0.488, 0.375, -0.781, 0.432, 0.419, 0.407, 0.152, 0.320, 0.354, 0.256, 0.357, 0.385, -0.656, 0.305, 0.430


Here is C7H17AlF4N2O as an isolated structure from OMol25. Energies are from ωB97M-V/def2-TZVPD.

- Kohn-Sham gap: 8.8410 eV
- Relative energy (zero: lowest compared OMol25 entry of this formula, charge and spin): 2.9 kcal per mole
- Electronic energy: -30036.8018 eV
- HOMO energy: -9.88 eV

CARTESIAN COORDINATES (ANGSTROEM)
N (3.044, -0.075, 1.658)
C (2.946, 1.029, 0.716)
C (2.564, 0.664, -0.725)
C (1.051, 0.647, -1.054)
C (0.097, 0.585, 0.134)
C (-0.554, 1.931, 0.440)
N (-1.485, 1.539, 1.538)
C (-2.078, 0.217, 1.082)
C (-1.142, -0.339, 0.001)
O (-0.755, -1.609, 0.488)
H (3.820, -0.682, 1.446)
H (2.196, -0.616, 1.734)
H (2.256, 1.783, 1.101)
H (3.926, 1.504, 0.689)
H (3.028, -0.279, -1.009)
H (3.022, 1.413, -1.376)
H (0.783, 1.504, -1.673)
H (0.856, -0.229, -1.675)
H (0.506, 0.280, 1.099)
H (-1.115, 2.343, -0.397)
H (0.154, 2.692, 0.765)
H (-0.952, 1.371, 2.391)
H (-2.168, 2.238, 1.821)
H (-2.117, -0.445, 1.944)
H (-3.121, 0.354, 0.806)
H (-1.584, -0.367, -0.995)
H (-0.445, -2.153, -0.256)
F (-3.271, -3.848, -0.836)
Al (-2.566, -3.097, -2.163)
F (-0.873, -3.017, -1.905)
F (-3.070, -1.467, -2.192)
F (-2.952, -3.870, -3.593)

For reference, the Mulliken charges in units of e are: -0.592, -0.534, -0.552, -0.739, 0.458, -1.060, -0.076, -1.361, 0.372, -0.666, 0.275, 0.257, 0.180, 0.385, 0.399, 0.288, 0.509, 0.314, -0.067, 0.422, 0.402, 0.386, 0.348, 0.399, 0.333, 0.504, 0.419, -0.393, 0.704, -0.465, -0.446, -0.402


Here is a 5-piece molecular cluster, C2H14NO5 overall from OMol25. Energies are from ωB97M-V/def2-TZVPD.

- Kohn-Sham gap (spin up / spin down): 3.3786 / 7.0156 eV
- Relative energy (zero: lowest compared OMol25 entry of this formula, charge and spin): 16.5 kcal per mole
- Multiplicity: 2
- Electronic energy: -14025.4238 eV
- HOMO energy (spin up / spin down): -3.27 / -7.02 eV

CARTESIAN COORDINATES (ANGSTROEM)
O (1.249, -1.681, 0.616)
C (0.137, -1.422, 1.199)
C (-0.385, -0.065, 0.777)
N (0.089, 0.322, -0.576)
H (-0.262, -1.971, 2.044)
H (-1.487, -0.130, 0.747)
H (-0.128, 0.666, 1.608)
H (1.051, 0.655, -0.598)
H (-0.036, -0.510, -1.167)
H (-0.458, 1.143, -0.859)
H (1.380, -2.570, -1.125)
H (1.474, -2.254, -2.655)
O (0.860, -2.243, -1.898)
H (-2.102, -0.991, 3.898)
H (-1.771, 0.428, 3.642)
O (-1.488, -0.451, 3.391)
H (2.608, 2.642, -0.187)
H (3.041, 2.205, -1.522)
O (2.756, 1.830, -0.682)
H (-1.812, 1.424, -2.934)
H (-2.796, 1.643, -1.722)
O (-1.919, 1.330, -1.995)

For reference, the Mulliken charges in units of e are: -0.753, -0.735, -0.449, 0.195, 0.477, 0.224, 0.117, 0.218, 0.344, 0.462, 0.355, 0.293, -0.662, 0.280, 0.274, -0.538, 0.331, 0.328, -0.725, 0.280, 0.289, -0.606